C5H10O2S | ωB97M-V with the def2-TZVPD basis set

XYZ file:
```
18
Properties=species:S:1:pos:R:3
C 1.26137 0.49662 0.02715
C -1.27645 1.03019 0.77429
C -0.85480 -0.00373 -1.51720
C -0.57211 -1.34183 0.72896
C -0.55529 -0.05399 -0.04662
O 3.69434 0.01804 -0.14644
O 1.59059 1.64259 -0.06813
S 2.32906 -0.89551 -0.08299
H -2.27558 0.82421 0.92375
H -1.28108 1.95338 0.42164
H -0.99192 1.00432 1.75837
H -0.10363 -0.52908 -2.03527
H -1.11779 0.90686 -1.80889
H -1.71754 -0.55490 -1.61002
H -1.47238 -1.92360 0.29755
H 0.18100 -2.11356 0.35974
H -0.46983 -1.30688 1.76539
H 3.63204 0.84688 0.25872
```

- orbital gap (eV) = 9.477
- SMILES = CC(C)(C)C(=O)SO
- relative energy (zero: lowest compared OMol25 entry of this formula, charge and spin) (kcal per mole) = 68.5
- LUMO level (eV) = 0.647

C5H10O3 | ωB97M-V with the def2-TZVPD basis set

XYZ file:
```
18
Properties=species:S:1:pos:R:3
C -0.97952 1.95430 0.40430
C -1.19987 -0.30955 -0.93042
C 1.16573 -1.67244 0.24149
C 1.05154 0.82786 0.26395
C 0.40480 -0.38934 0.43784
O 0.39243 1.95699 0.30432
O 2.32571 0.92613 -0.20144
O -2.33697 -0.76839 -0.29067
H 2.43509 1.79529 -0.61101
H -2.15714 -1.63336 0.09541
H -1.34722 2.96980 0.34190
H -1.41478 1.32938 1.17482
H -0.66339 -1.07752 -1.48457
H -1.43493 0.52809 -1.56555
H -0.32398 -0.40327 1.24260
H 0.47793 -2.50422 0.06247
H 1.84460 -1.60163 -0.60845
H 1.75996 -1.92811 1.12302
```

- orbital gap (alpha / beta) (eV) = 7.665 / 7.088
- relative energy (zero: lowest compared OMol25 entry of this formula, charge and spin) (kcal per mole) = 131.3
- LUMO level (alpha / beta) (eV) = 0.712 / 0.719